[1]
{"formula": "C4H12", "method": "the ωB97M-V functional and the def2-TZVPD basis", "symbols": ["C", "C", "H", "H", "H", "H", "H", "H", "C", "C", "H", "H", "H", "H", "H", "H"], "coordinates": [[-0.24, 1.65, -0.35], [0.25, 2.57, 0.76], [-1.35, 1.69, -0.44], [0.06, 1.92, -1.36], [-0.19, 0.57, -0.29], [1.26, 2.24, 1.01], [-0.35, 2.60, 1.68], [0.18, 3.60, 0.42], [-0.01, -2.32, 0.55], [0.11, -1.84, -0.90], [0.49, -1.64, 1.25], [-1.03, -2.35, 0.91], [0.36, -3.35, 0.62], [-0.90, -1.67, -1.28], [0.50, -2.61, -1.58], [0.86, -1.06, -1.00]], "mulliken_spin": [-1.136, 0.898, -0.236, -0.303, 1.302, -0.502, -0.195, -0.027, 1.472, 1.770, -0.287, -0.339, -0.449, -0.043, -1.080, 0.154], "de_lowest_kj_mol": 60.36, "homo_ev": [1.6, -7.5], "spin_multiplicity": 2, "homo_lumo_gap_ev": [2.7, 11.8], "s2": 0.750, "charge": -1}



[2]
{"formula": "C4H12", "method": "the ωB97M-V functional and the def2-TZVPD basis", "symbols": ["C", "C", "H", "H", "H", "H", "H", "H", "C", "C", "H", "H", "H", "H", "H", "H"], "coordinates": [[1.37, -1.41, 1.37], [2.01, -1.70, 0.00], [0.52, -2.08, 1.53], [2.06, -1.56, 2.21], [0.98, -0.40, 1.39], [3.07, -1.45, 0.01], [1.51, -1.08, -0.76], [1.86, -2.73, -0.32], [-2.18, 1.62, -1.26], [-1.20, 1.47, -0.11], [-1.72, 1.29, -2.20], [-3.05, 0.98, -1.08], [-2.52, 2.65, -1.42], [-1.22, 0.43, 0.22], [-1.39, 2.15, 0.72], [-0.17, 1.71, -0.40]], "mulliken_spin": [0.374, 0.493, -0.274, -0.293, 0.313, -0.145, -0.030, -0.162, 0.681, 1.865, -0.265, -0.340, -0.277, -0.054, -0.482, -0.404], "de_lowest_kj_mol": 16.51, "homo_ev": [1.5, -7.8], "spin_multiplicity": 2, "homo_lumo_gap_ev": [2.8, 12.3], "s2": 0.750, "charge": -1}



[3]
{"formula": "C4H12", "method": "the ωB97M-V functional and the def2-TZVPD basis", "symbols": ["C", "C", "H", "H", "H", "H", "H", "H", "C", "C", "H", "H", "H", "H", "H", "H"], "coordinates": [[1.29, 1.33, 0.66], [1.88, -0.06, 0.94], [0.42, 1.27, -0.05], [1.05, 1.79, 1.62], [1.97, 2.20, 0.22], [1.32, -0.76, 0.38], [1.88, -0.35, 1.92], [2.91, -0.21, 0.48], [-2.07, 0.00, -0.91], [-1.10, -1.26, -0.63], [-1.68, 0.37, -1.85], [-3.11, -0.36, -1.12], [-2.06, 0.71, -0.21], [-1.09, -2.18, -1.27], [-0.09, -0.84, -0.67], [-1.50, -1.67, 0.29]], "lowdin_charge": [-0.162, -0.159, 0.050, 0.047, 0.098, -0.001, 0.032, 0.093, -0.132, -0.135, 0.050, 0.074, 0.003, 0.073, 0.019, 0.049], "de_lowest_kj_mol": 123.35, "homo_ev": -11.1, "homo_lumo_gap_ev": 12.3, "smiles": "CC.CC"}



[4]
{"formula": "C4H12", "method": "the ωB97M-V functional and the def2-TZVPD basis", "symbols": ["C", "C", "H", "H", "H", "H", "H", "H", "C", "C", "H", "H", "H", "H", "H", "H"], "coordinates": [[-1.40, 0.85, 1.41], [-1.98, 1.55, 0.16], [-1.78, -0.11, 1.75], [-0.31, 0.71, 1.22], [-1.45, 1.37, 2.39], [-1.66, 2.54, 0.00], [-3.01, 1.78, 0.51], [-1.97, 0.94, -0.84], [1.01, -1.52, -0.58], [2.38, -0.86, -1.04], [1.19, -2.08, 0.32], [0.17, -0.88, -0.51], [0.54, -2.13, -1.38], [2.25, -0.79, -2.09], [3.31, -1.44, -0.71], [2.57, 0.02, -0.40]], "lowdin_charge": [-0.191, -0.171, 0.055, 0.051, 0.066, 0.032, 0.060, 0.098, -0.159, -0.143, 0.052, 0.010, 0.070, 0.036, 0.075, 0.058], "de_lowest_kj_mol": 111.22, "homo_ev": -11.2, "homo_lumo_gap_ev": 12.3, "smiles": "CC.CC"}



[5]
{"formula": "C4H12", "method": "the ωB97M-V functional and the def2-TZVPD basis", "symbols": ["C", "C", "H", "H", "H", "H", "H", "H", "C", "C", "H", "H", "H", "H", "H", "H"], "coordinates": [[-0.76, -1.77, 1.84], [0.41, -0.77, 1.89], [-1.55, -1.22, 1.28], [-0.59, -2.83, 1.76], [-1.04, -1.64, 2.92], [0.87, -0.96, 0.88], [0.20, 0.25, 2.18], [1.31, -1.04, 2.46], [0.05, 2.00, -2.11], [0.24, 0.51, -1.65], [0.89, 2.59, -1.71], [0.10, 1.88, -3.20], [-0.93, 2.44, -1.91], [0.97, 0.07, -2.33], [0.61, 0.33, -0.61], [-0.79, 0.15, -1.69]], "lowdin_charge": [-0.162, -0.202, 0.076, 0.055, 0.061, 0.049, 0.063, 0.065, -0.165, -0.161, 0.060, 0.058, 0.054, 0.060, 0.031, 0.057], "de_lowest_kj_mol": 119.25, "homo_ev": -10.7, "homo_lumo_gap_ev": 11.8, "smiles": "CC.CC"}



[6]
{"formula": "C4H12", "method": "the ωB97M-V functional and the def2-TZVPD basis", "symbols": ["C", "C", "H", "H", "H", "H", "H", "H", "C", "C", "H", "H", "H", "H", "H", "H"], "coordinates": [[-2.57, 0.14, -0.02], [-1.77, 1.25, 0.67], [-2.85, -0.62, 0.71], [-3.46, 0.56, -0.49], [-2.03, -0.33, -0.85], [-1.22, 1.86, -0.05], [-1.08, 0.83, 1.40], [-2.44, 1.93, 1.19], [2.31, 0.05, -0.27], [2.07, -1.46, -0.41], [3.29, 0.30, 0.11], [2.10, 0.51, -1.23], [1.61, 0.44, 0.47], [1.73, -1.87, 0.55], [3.00, -1.95, -0.67], [1.28, -1.63, -1.14]], "lowdin_charge": [-0.169, -0.173, 0.064, 0.054, 0.057, 0.058, 0.056, 0.054, -0.169, -0.167, 0.059, 0.059, 0.046, 0.061, 0.054, 0.057], "de_lowest_kj_mol": 15.44, "homo_ev": -11.8, "homo_lumo_gap_ev": 12.9, "smiles": "CC.CC"}



[7]
{"formula": "C4H12", "method": "the ωB97M-V functional and the def2-TZVPD basis", "symbols": ["C", "C", "H", "H", "H", "H", "H", "H", "C", "C", "H", "H", "H", "H", "H", "H"], "coordinates": [[2.81, -0.57, 0.45], [2.20, -1.03, -0.87], [3.05, -1.39, 1.13], [3.72, 0.02, 0.30], [2.13, 0.13, 0.96], [1.15, -1.23, -0.71], [2.64, -1.96, -1.22], [2.34, -0.27, -1.64], [-2.59, 1.09, -0.51], [-2.42, 0.49, 0.89], [-2.28, 0.45, -1.33], [-3.62, 1.42, -0.62], [-1.98, 2.00, -0.58], [-2.76, -0.54, 0.86], [-3.00, 0.98, 1.68], [-1.38, 0.42, 1.21]], "lowdin_charge": [-0.178, -0.171, 0.062, 0.061, 0.055, 0.054, 0.058, 0.060, -0.170, -0.172, 0.058, 0.059, 0.058, 0.056, 0.060, 0.051], "de_lowest_kj_mol": 13.88, "homo_ev": -11.8, "homo_lumo_gap_ev": 12.8, "smiles": "CC.CC"}



[8]
{"formula": "C4H12", "method": "the ωB97M-V functional and the def2-TZVPD basis", "symbols": ["C", "C", "H", "H", "H", "H", "H", "H", "C", "C", "H", "H", "H", "H", "H", "H"], "coordinates": [[-1.73, -0.10, -0.86], [-1.96, -0.57, -2.22], [-0.74, -0.19, -0.58], [-1.94, 0.97, -0.87], [-2.60, -0.40, -0.23], [-2.36, 0.16, -2.93], [-2.81, -1.08, -2.60], [-1.16, -1.06, -2.65], [1.68, 1.04, 1.47], [2.16, -0.47, 1.77], [0.73, 1.31, 1.77], [2.30, 1.75, 2.06], [1.74, 1.06, 0.42], [2.59, -0.89, 0.86], [1.33, -1.14, 1.94], [2.76, -0.37, 2.66]], "lowdin_charge": [-0.159, -0.203, 0.033, 0.072, 0.090, 0.072, 0.055, 0.043, -0.138, -0.136, 0.019, 0.070, 0.033, 0.058, 0.045, 0.045], "de_lowest_kj_mol": 179.66, "homo_ev": -10.4, "homo_lumo_gap_ev": 11.5, "smiles": "CC.CC"}



[9]
{"formula": "C4H12", "method": "the ωB97M-V functional and the def2-TZVPD basis", "symbols": ["C", "C", "H", "H", "H", "H", "H", "H", "C", "C", "H", "H", "H", "H", "H", "H"], "coordinates": [[-2.01, -0.98, -0.58], [-1.17, -1.82, 0.40], [-1.89, 0.09, -0.45], [-1.75, -1.21, -1.61], [-3.07, -1.17, -0.46], [-1.68, -1.67, 1.35], [-0.26, -1.21, 0.58], [-0.71, -2.78, 0.23], [1.76, 1.61, 0.82], [1.38, 1.16, -0.66], [1.85, 2.69, 0.85], [0.91, 1.32, 1.43], [2.67, 1.12, 1.14], [0.59, 0.42, -0.64], [0.91, 1.91, -1.30], [2.37, 0.83, -0.97]], "lowdin_charge": [-0.175, -0.159, 0.056, 0.060, 0.056, 0.063, 0.034, 0.064, -0.146, -0.142, 0.053, 0.049, 0.053, 0.020, 0.058, 0.055], "de_lowest_kj_mol": 77.68, "homo_ev": -11.5, "homo_lumo_gap_ev": 12.6, "smiles": "CC.CC"}



[10]
{"formula": "C4H12", "method": "the ωB97M-V functional and the def2-TZVPD basis", "symbols": ["C", "C", "H", "H", "H", "H", "H", "H", "C", "C", "H", "H", "H", "H", "H", "H"], "coordinates": [[-0.14, -2.33, -0.53], [-1.05, -1.53, 0.40], [0.74, -1.79, -0.86], [0.22, -3.20, 0.04], [-0.71, -2.69, -1.38], [-1.93, -2.06, 0.73], [-1.41, -0.60, -0.05], [-0.45, -1.20, 1.25], [0.97, 1.84, 0.70], [0.17, 2.00, -0.60], [1.87, 1.26, 0.49], [1.37, 2.78, 1.08], [0.43, 1.49, 1.57], [0.10, 3.03, -0.93], [-0.81, 1.54, -0.51], [0.63, 1.47, -1.43]], "lowdin_charge": [-0.166, -0.174, 0.058, 0.063, 0.059, 0.062, 0.042, 0.060, -0.169, -0.164, 0.059, 0.054, 0.057, 0.059, 0.041, 0.059], "de_lowest_kj_mol": 24.31, "homo_ev": -11.6, "homo_lumo_gap_ev": 12.8, "smiles": "CC.CC"}



[11]
{"formula": "C4H12", "method": "the ωB97M-V functional and the def2-TZVPD basis", "symbols": ["C", "C", "H", "H", "H", "H", "H", "H", "C", "C", "H", "H", "H", "H", "H", "H"], "coordinates": [[1.76, 1.42, -0.50], [1.08, 0.89, 0.76], [2.42, 2.26, -0.30], [2.27, 0.61, -1.01], [1.04, 1.64, -1.29], [0.08, 1.31, 0.82], [1.54, 1.16, 1.71], [1.02, -0.19, 0.77], [-1.56, -1.40, 0.60], [-1.25, -0.85, -0.78], [-2.38, -0.88, 1.05], [-1.75, -2.47, 0.48], [-0.73, -1.47, 1.30], [-1.82, -1.35, -1.57], [-1.50, 0.21, -0.90], [-0.22, -0.91, -1.14]], "lowdin_charge": [-0.161, -0.176, 0.058, 0.059, 0.059, 0.060, 0.062, 0.038, -0.164, -0.184, 0.060, 0.062, 0.051, 0.061, 0.061, 0.056], "de_lowest_kj_mol": 40.09, "homo_ev": -11.5, "homo_lumo_gap_ev": 12.7, "smiles": "CC.CC"}



[12]
{"formula": "C4H12", "method": "the ωB97M-V functional and the def2-TZVPD basis", "symbols": ["C", "C", "H", "H", "H", "H", "H", "H", "C", "C", "H", "H", "H", "H", "H", "H"], "coordinates": [[-1.73, -1.89, 0.79], [-2.75, -1.06, 0.05], [-1.20, -2.69, 0.25], [-0.89, -1.35, 1.24], [-2.09, -2.44, 1.67], [-3.49, -1.59, -0.54], [-2.19, -0.43, -0.63], [-3.17, -0.35, 0.76], [2.36, 2.23, -0.44], [2.06, 0.73, -0.53], [1.72, 2.70, 0.29], [3.35, 2.44, -0.03], [2.19, 2.73, -1.39], [2.94, 0.10, -0.40], [1.45, 0.51, -1.40], [1.46, 0.36, 0.31]], "lowdin_charge": [-0.197, -0.166, 0.063, 0.054, 0.060, 0.064, 0.055, 0.067, -0.168, -0.173, 0.055, 0.057, 0.060, 0.060, 0.058, 0.051], "de_lowest_kj_mol": 43.34, "homo_ev": -11.5, "homo_lumo_gap_ev": 12.5, "smiles": "CC.CC"}



[13]
{"formula": "C4H12", "method": "the ωB97M-V functional and the def2-TZVPD basis", "symbols": ["C", "C", "H", "H", "H", "H", "H", "H", "C", "C", "H", "H", "H", "H", "H", "H"], "coordinates": [[-0.81, -0.22, -2.48], [-0.30, 1.29, -2.17], [-1.79, -0.31, -3.00], [0.05, -0.62, -3.11], [-0.89, -0.78, -1.62], [0.77, 1.55, -2.63], [-0.36, 1.48, -1.10], [-1.01, 1.93, -2.71], [0.78, -1.28, 2.43], [0.34, 0.19, 2.29], [0.27, -2.05, 1.81], [1.94, -1.22, 2.08], [0.61, -1.61, 3.39], [-0.67, 0.25, 1.68], [0.02, 0.50, 3.35], [1.05, 0.90, 1.78]], "lowdin_charge": [-0.153, -0.159, 0.064, 0.078, -0.001, 0.096, 0.030, 0.044, -0.194, -0.204, 0.063, 0.112, 0.009, 0.079, 0.075, 0.061], "de_lowest_kj_mol": 138.02, "homo_ev": -11.3, "homo_lumo_gap_ev": 12.3, "smiles": "CC.CC"}



[14]
{"formula": "C4H12", "method": "the ωB97M-V functional and the def2-TZVPD basis", "symbols": ["C", "C", "H", "H", "H", "H", "H", "H", "C", "C", "H", "H", "H", "H", "H", "H"], "coordinates": [[-1.47, -0.84, 1.69], [-1.98, 0.19, 0.72], [-1.67, -1.88, 1.23], [-0.40, -0.71, 1.81], [-2.06, -1.01, 2.65], [-3.05, 0.28, 0.76], [-1.57, 1.18, 0.97], [-1.74, -0.03, -0.33], [1.67, -0.39, -1.49], [1.78, 1.06, -0.87], [1.26, -0.37, -2.51], [2.66, -0.83, -1.60], [1.12, -1.07, -0.85], [1.05, 1.58, -1.53], [2.67, 1.59, -1.18], [1.56, 1.02, 0.16]], "lowdin_charge": [-0.198, -0.200, 0.083, 0.048, 0.082, 0.054, 0.063, 0.067, -0.158, -0.142, 0.062, 0.043, 0.044, 0.065, 0.051, 0.034], "de_lowest_kj_mol": 65.89, "homo_ev": -11.3, "homo_lumo_gap_ev": 12.5, "smiles": "CC.CC"}



[15]
{"formula": "C4H12", "method": "the ωB97M-V functional and the def2-TZVPD basis", "symbols": ["C", "C", "H", "H", "H", "H", "H", "H", "C", "C", "H", "H", "H", "H", "H", "H"], "coordinates": [[-2.20, -1.07, 0.36], [-1.45, -0.41, 1.53], [-2.49, -2.07, 0.68], [-3.17, -0.58, 0.24], [-1.67, -1.04, -0.59], [-1.93, -0.86, 2.40], [-1.64, 0.67, 1.54], [-0.36, -0.47, 1.54], [1.72, 0.41, -1.73], [1.94, 0.92, -0.26], [0.83, 0.97, -2.01], [2.58, 0.79, -2.29], [1.76, -0.67, -1.82], [3.01, 0.89, -0.06], [1.67, 1.98, -0.14], [1.39, 0.53, 0.59]], "lowdin_charge": [-0.164, -0.166, 0.056, 0.060, 0.053, 0.060, 0.057, 0.041, -0.142, -0.169, 0.055, 0.058, 0.057, 0.055, 0.056, 0.032], "de_lowest_kj_mol": 57.63, "homo_ev": -11.6, "homo_lumo_gap_ev": 12.8, "smiles": "CC.CC"}